# 1
{
  "formula": "C16H15N7O4S",
  "method": "ωB97M-V/def2-TZVPD",
  "charge": 0,
  "homo_lumo_gap_ev": 7.63,
  "homo_energy_ha": -0.299,
  "symbols": ["N", "C", "N", "C", "C", "O", "N", "N", "C", "C", "C", "C", "C", "O", "C", "C", "N", "N", "C", "C", "C", "C", "S", "N", "O", "O", "C", "C", "H", "H", "H", "H", "H", "H", "H", "H", "H", "H", "H", "H", "H", "H", "H"],
  "xyz": [[-1.22791, -3.18421, 3.83444], [-1.04678, -2.54144, 2.67707], [-1.80403, -2.92649, 1.74735], [-1.45681, -2.07149, 0.67293], [-2.01094, -2.12098, -0.73591], [-2.90301, -2.86535, -1.05437], [-1.52225, -1.12622, -1.62234], [-1.93988, -0.95236, -2.92684], [-1.49769, 0.16978, -3.41879], [-1.78070, 0.66790, -4.76221], [-2.57277, 0.00105, -5.69934], [-2.81451, 0.58042, -6.97737], [-2.33834, 1.83902, -7.21927], [-2.58864, 2.44179, -8.37033], [-1.47688, 2.45682, -6.32202], [-1.17710, 1.86216, -5.08314], [-0.53241, -1.15543, 0.99572], [-0.23570, -1.46916, 2.27451], [0.76850, -0.79869, 3.00807], [0.67810, -0.68951, 4.42322], [1.55711, 0.16702, 5.10560], [2.62046, 0.77237, 4.38879], [3.81149, 1.81016, 5.25821], [5.13061, 0.82884, 5.37213], [3.65164, 2.06773, 6.68971], [4.41532, 2.88259, 4.43736], [2.79157, 0.54527, 3.02316], [1.85017, -0.21514, 2.30369], [-1.91628, -3.92959, 3.78968], [-0.42593, -3.31740, 4.46282], [-0.87796, -0.48434, -1.20155], [-0.84483, 0.76591, -2.78416], [-2.99899, -0.97342, -5.51935], [-3.38047, 0.05562, -7.75411], [-2.28321, 3.35789, -8.37106], [-0.97404, 3.37209, -6.65656], [-0.45796, 2.36089, -4.39564], [-0.10959, -1.14258, 5.00302], [1.39757, 0.34659, 6.17068], [5.09736, 0.55642, 6.34224], [5.91233, 1.42295, 5.21399], [3.62843, 0.98593, 2.44920], [1.88497, -0.35344, 1.23075]],
  "atomic_forces_ev_per_a": [[1.648, -0.012, 3.050], [0.914, 0.984, 0.078], [-1.097, 0.911, -5.342], [0.833, 0.706, 0.907], [-1.023, 1.040, -1.347], [0.349, -0.373, 0.295], [-0.138, -1.500, 1.444], [0.511, 1.544, 0.155], [-0.604, -2.100, 0.645], [-0.073, -0.850, 0.650], [-0.216, 0.668, -1.736], [-0.416, -1.452, 1.470], [1.309, 0.488, 0.926], [-0.763, 0.587, -1.826], [0.740, -0.037, 1.051], [0.277, 1.644, -1.209], [-0.943, -1.712, -0.744], [-0.306, -0.951, 1.866], [0.575, 0.390, 0.501], [0.625, 0.962, -0.649], [0.483, -0.193, -0.894], [-0.884, 0.039, 0.816], [4.443, 1.867, 0.679], [-0.540, -1.901, -0.332], [-2.692, 0.126, -1.333], [-2.656, -1.071, 0.299], [-0.142, 0.051, -0.974], [-0.504, 0.038, 1.454], [0.464, 0.260, -0.117], [-0.824, -0.003, -0.448], [0.375, 0.466, -0.056], [0.050, 0.369, -0.104], [0.075, -0.055, 0.355], [0.130, 0.202, 0.445], [0.019, -0.257, 0.101], [-0.229, -0.218, 0.353], [-0.718, -0.471, -0.530], [-0.255, -0.060, -0.224], [0.273, 0.006, -0.340], [0.483, -0.482, 0.147], [0.761, 0.419, -0.276], [-0.522, -0.181, 0.683], [0.206, 0.111, 0.112]]
}

***

# 2
{
  "formula": "C16H16AsFN2O8W",
  "method": "ωB97M-V/def2-TZVPD",
  "charge": 0,
  "homo_lumo_gap_ev": 7.92,
  "homo_energy_ha": -0.337,
  "symbols": ["W", "O", "C", "C", "C", "N", "C", "C", "C", "O", "O", "C", "O", "O", "H", "H", "H", "O", "N", "O", "O", "F", "C", "As", "C", "C", "C", "C", "C", "C", "C", "C", "H", "H", "H", "H", "H", "H", "H", "H", "H", "H", "H", "H", "H"],
  "xyz": [[-0.79590, -1.75706, -1.69250], [-5.77101, 0.95653, 0.94904], [-4.72965, 0.34641, 0.36126], [-4.65911, 0.14676, -1.02255], [-3.53131, -0.46695, -1.51775], [-2.53489, -0.78894, -0.70833], [-2.67743, -0.80009, 0.60577], [-3.75798, -0.20187, 1.20658], [-1.68675, -1.77861, 1.20333], [-1.57308, -1.95480, 2.38587], [-1.08180, -2.45925, 0.24015], [-3.42798, -1.26157, -2.80813], [-4.17663, -1.13559, -3.72964], [-2.51739, -2.22365, -2.64247], [-6.40735, 1.25915, 0.29054], [-5.48310, 0.37332, -1.68665], [-3.89166, -0.22001, 2.27818], [1.08431, -1.34646, -2.27499], [0.36575, -0.88795, -3.47389], [-0.25938, -1.90736, -3.83218], [-0.97393, -0.13461, -2.56266], [-0.32174, -3.56901, -1.78267], [-0.13186, 0.92066, 1.46382], [0.56248, 0.00082, -0.11281], [1.16782, 1.50704, -1.14672], [2.16077, -0.89047, 0.59237], [3.20911, 0.07583, 1.05300], [3.22165, 0.54527, 2.36512], [4.17239, 1.46493, 2.78144], [5.12818, 1.92979, 1.88897], [5.12983, 1.46305, 0.58263], [4.17790, 0.54373, 0.16834], [0.65300, 1.61184, 1.77166], [-0.36315, 0.22757, 2.26867], [-1.02523, 1.48943, 1.20994], [1.88359, 2.05640, -0.53620], [0.31096, 2.13377, -1.38480], [1.62411, 1.16679, -2.07154], [2.52780, -1.53454, -0.20577], [1.80282, -1.52358, 1.40635], [2.48723, 0.17382, 3.07083], [4.17063, 1.81220, 3.80643], [5.87274, 2.64515, 2.21209], [5.87814, 1.81197, -0.11710], [4.18710, 0.18015, -0.85300]],
  "atomic_forces_ev_per_a": [[-0.600, 1.812, 0.352], [0.004, -0.003, -0.006], [-0.083, 0.063, 0.085], [0.150, -0.011, -0.075], [-0.224, -0.045, 0.189], [0.096, -0.330, 0.011], [0.029, -0.024, -0.081], [-0.003, -0.002, -0.023], [-0.161, -0.173, -0.181], [0.139, -0.026, -0.008], [0.153, 0.210, 0.161], [0.148, -0.193, 0.078], [0.042, 0.016, -0.006], [-0.174, -0.135, -0.053], [0.004, -0.006, -0.009], [-0.022, 0.009, 0.011], [0.002, 0.006, 0.008], [-0.095, -0.027, -0.025], [1.032, -1.033, -0.321], [0.209, 0.064, -0.618], [-0.539, -0.142, 0.817], [-0.063, 0.081, -0.256], [0.076, 0.022, -0.092], [-0.053, -0.107, 0.008], [-0.009, -0.030, 0.025], [-0.058, -0.009, 0.007], [0.014, 0.034, 0.061], [-0.034, -0.037, -0.010], [0.023, 0.015, -0.021], [-0.014, 0.004, 0.038], [0.003, -0.011, -0.028], [-0.004, -0.002, -0.024], [-0.033, 0.006, 0.089], [0.060, -0.003, 0.006], [0.016, -0.008, -0.071], [0.017, 0.043, -0.070], [-0.034, -0.028, 0.033], [0.029, -0.029, 0.032], [-0.033, 0.026, -0.021], [0.003, 0.005, -0.014], [-0.006, -0.003, 0.002], [0.003, 0.004, 0.002], [0.001, 0.001, 0.003], [0.001, 0.001, -0.001], [-0.010, -0.005, -0.002]]
}

***

# 3
{
  "formula": "C16H16BBeN9O7",
  "method": "ωB97M-V/def2-TZVPD",
  "charge": 0,
  "homo_lumo_gap_ev": [6.27, 6.27],
  "homo_energy_ha": [-0.303, -0.303],
  "symbols": ["H", "N", "B", "N", "C", "Be", "H", "C", "H", "C", "H", "C", "H", "H", "H", "N", "N", "N", "N", "C", "C", "H", "H", "C", "C", "C", "C", "H", "H", "H", "H", "H", "O", "N", "O", "C", "C", "C", "C", "O", "C", "C", "N", "O", "O", "N", "O", "O", "H", "H"],
  "xyz": [[2.96706, -1.19402, -2.10069], [1.95530, 0.40521, -1.14794], [0.55126, 2.46928, -0.63645], [1.19563, 1.44903, -1.66834], [1.20217, 1.39594, -3.04056], [0.41006, 0.07134, 1.77278], [0.68132, 2.11610, -3.66596], [2.01852, 0.32589, -3.42111], [2.24324, -0.01413, -4.41856], [2.42101, -0.26773, -2.20429], [0.69284, 3.57883, -1.08403], [1.73833, -1.16824, 2.25340], [2.32121, -1.34198, 1.31950], [1.31932, -2.14781, 2.61564], [2.47022, -0.86635, 3.03205], [1.31070, 2.37562, 0.74274], [-0.99498, 2.41056, -0.47742], [1.01379, 1.48756, 1.80652], [-1.70778, 1.99762, 0.59309], [2.33108, 3.18665, 1.10541], [-1.88544, 2.91716, -1.36487], [2.60575, 4.07132, 0.52633], [-1.49824, 3.31330, -2.30731], [2.80410, 2.76931, 2.35758], [-3.17560, 2.88763, -0.80640], [1.94233, 1.77187, 2.78286], [-3.02895, 2.25145, 0.42902], [3.66006, 3.11484, 2.90141], [-4.07325, 3.27065, -1.29267], [2.01058, 1.15754, 3.68978], [-3.76591, 2.06485, 1.21864], [-1.28751, 1.53322, 1.38491], [-1.08549, -6.24827, 0.41959], [-0.89026, -5.43820, -0.50522], [-0.51918, -5.79072, -1.64985], [-1.09129, -4.02956, -0.27433], [-1.49562, -3.50824, 0.97087], [-1.39603, -2.13408, 1.23526], [-0.92725, -1.29454, 0.17777], [-0.27035, -0.20561, 0.37635], [-0.97423, -1.80710, -1.14071], [-0.80793, -3.16699, -1.34638], [-1.14935, -0.84556, -2.18591], [-0.67980, -1.06378, -3.32295], [-1.86629, 0.13786, -1.90116], [-1.63439, -1.60035, 2.55926], [-2.27833, -2.26762, 3.38514], [-1.14401, -0.40376, 2.84248], [-1.79086, -4.18392, 1.76843], [-0.44758, -3.54209, -2.30368]],
  "atomic_forces_ev_per_a": [[0.197, 0.198, 0.271], [-0.435, 0.368, -1.072], [1.479, -0.257, -0.758], [0.263, -0.834, 0.627], [0.888, -0.421, 0.512], [0.851, -3.931, 0.395], [0.101, -0.136, 0.306], [-0.779, 0.559, 0.565], [-0.085, 0.072, 0.012], [-0.625, 0.798, 0.002], [0.288, 0.014, 0.085], [-1.033, -0.214, 0.086], [-0.311, -0.027, 0.506], [0.484, 0.511, -0.409], [-0.367, -0.090, -0.371], [-0.813, 0.037, 1.051], [-1.699, -0.204, -0.029], [2.697, 4.251, 0.092], [-1.179, 0.569, -0.385], [-0.593, -0.881, 0.481], [0.492, 0.069, 1.045], [-0.014, -0.742, -0.067], [-0.362, -0.172, 0.489], [-0.614, 0.151, -0.126], [0.438, -0.366, -0.371], [-0.407, -0.376, -1.136], [0.522, 0.615, -0.293], [0.049, 0.307, 0.039], [0.342, -0.316, 0.392], [-0.247, 0.445, -0.646], [0.576, -0.083, -0.457], [0.162, 0.136, -0.195], [0.198, 1.678, -1.302], [0.227, -2.561, -0.529], [-0.670, 0.823, 2.134], [0.026, 1.197, 0.685], [0.251, -0.579, -0.057], [0.076, -0.582, -0.459], [1.441, 1.430, 1.254], [-1.798, -0.872, -0.488], [-0.013, -1.290, 0.151], [-0.332, 0.969, -0.183], [0.165, 1.125, -2.472], [-1.024, 0.247, 2.413], [1.141, -1.605, -0.561], [0.146, 0.811, 1.488], [1.640, 1.902, -2.007], [-1.348, -2.825, -0.731], [0.116, 0.036, -0.122], [-0.508, 0.046, 0.147]]
}